Entry from OMol25: a 2-piece molecular cluster, C4H6N2 overall at a distorted geometry (ωB97M-V/def2-TZVPD).

Structure (XYZ):
```
12
Properties=species:S:1:pos:R:3:forces:R:3
C 0.631 -1.092 -0.969 -0.2 0.1 -0.1
C 0.260 -0.048 -0.260 -0.3 -0.3 -0.6
N 0.289 1.330 -0.151 0.0 0.0 -0.3
C -0.680 0.561 0.675 -0.2 -0.2 0.1
C -2.048 0.366 0.245 -1.0 -0.1 -0.3
N -3.108 0.114 -0.145 0.9 0.4 0.4
H 1.358 -0.978 -1.765 -0.1 -0.1 0.0
H 0.224 -2.067 -0.732 0.1 0.0 0.0
H -0.099 1.774 -0.978 -0.1 0.2 0.1
H -0.522 0.670 1.748 0.1 -0.2 -0.3
H 1.826 -0.572 0.895 0.5 0.2 0.8
H 1.868 -0.057 1.437 0.5 -0.1 0.3
```
Positions in Å, forces in eV/Å.

Summary:
E_tot   -7221.529 eV
Structure (SMILES)   C=C1N[C@H]1C#N.[H][H]
E_LUMO   0.8 eV
Highest occupied orbital energy   -9.67 eV
Energy relative to the best compared isomer or geometry (same formula, charge and spin)   4.062 eV

natural (NBO) population analysis, charges in e, atoms 1 to 5:
1. C -0.468
2. C 0.206
3. N -0.545
4. C -0.225
5. C 0.251